1.
C31H34BFeN9O2 as an isolated structure, computed with ωB97M-V/def2-TZVPD.

XYZ file:
```
78
Properties=species:S:1:pos:R:3:forces:R:3
Fe -1.664 -1.183 0.994 0.5103 -1.4676 2.9476
C -3.342 -4.315 1.654 0.5516 0.7075 -0.8893
C -3.899 -3.278 0.646 -0.4801 1.4702 -0.4970
C -5.071 -3.262 -0.200 0.9024 -0.0448 0.1044
C -4.969 -2.131 -1.005 0.6298 0.5734 0.5392
C -5.883 -1.653 -2.097 0.8503 0.9344 -0.6314
N -3.861 -1.399 -0.618 -0.0674 -1.0071 0.5457
N -3.279 -2.085 0.448 -0.5359 -0.9852 -1.4163
B -3.033 -0.091 -1.259 -0.8669 0.5842 1.0885
N -1.557 -0.405 -1.535 0.9130 -1.6719 -0.2620
N -0.933 -1.264 -0.659 2.1491 -0.6196 -2.6356
C 0.274 -1.618 -1.151 -0.8075 0.2549 -1.0195
C 1.138 -2.683 -0.504 -0.6292 -0.4205 -0.0687
C 0.405 -0.997 -2.411 -0.2977 0.3051 0.2792
C -0.731 -0.200 -2.577 -0.0615 0.5066 -0.2861
C -1.027 0.844 -3.644 -1.2852 0.0363 0.0910
N -2.959 1.000 -0.118 0.5235 -1.3831 1.0789
N -2.411 0.472 1.070 -3.5798 3.1842 -0.0039
C -2.722 1.315 2.076 0.2808 0.7846 -1.5339
C -2.540 1.015 3.556 -0.1145 -0.6610 -0.5243
C -3.302 2.470 1.476 -0.1018 -0.2973 0.1214
C -3.448 2.229 0.092 0.2689 -0.3460 1.5589
C -3.983 3.114 -0.992 0.3077 0.8881 0.3543
H -3.611 -5.354 1.390 -0.1026 0.6576 0.0633
H -3.697 -4.079 2.656 -0.0249 -0.1600 0.0749
H -2.210 -4.282 1.667 -1.2094 0.1387 -0.0760
H -5.912 -3.951 -0.242 0.5020 -0.0013 0.0363
H -6.840 -2.171 -2.130 0.2290 -0.1927 0.0517
H -5.355 -1.732 -3.095 -0.7270 0.0290 1.0085
H -6.095 -0.573 -1.929 0.0938 -0.6748 -0.2209
H -3.661 0.337 -2.191 0.2375 -0.1960 -0.0315
H 0.772 -3.686 -0.878 0.3996 0.9393 0.5660
H 1.066 -2.644 0.600 -0.0770 -0.0690 -0.5362
H 2.203 -2.612 -0.762 -0.3836 0.2248 -0.0810
H 1.179 -1.104 -3.157 0.1741 0.0979 0.2743
H -0.090 1.297 -4.000 -0.3799 -0.2279 0.1177
H -1.703 1.690 -3.231 1.1450 -1.5373 -0.6790
H -1.555 0.333 -4.508 0.5359 0.7961 0.8269
H -3.462 0.544 3.917 0.0696 -0.0125 -0.0747
H -2.424 1.908 4.154 0.1788 0.3503 -0.0797
H -1.715 0.315 3.789 -0.4041 0.5550 -0.3423
H -3.579 3.353 2.035 -0.0792 0.0236 -0.2478
H -4.448 4.007 -0.498 0.0682 -0.8975 -0.5476
H -4.690 2.585 -1.653 0.2848 0.3607 0.2881
H -3.141 3.541 -1.584 -0.5325 -0.5015 0.1868
C 5.194 0.220 -3.922 -0.1429 -0.2924 -0.0762
O 5.759 1.359 -3.300 0.4363 -0.0229 -0.4850
C 6.063 1.295 -1.988 -0.2824 1.0191 0.2390
C 6.251 2.530 -1.317 0.7879 -0.3200 -0.8546
C 6.256 2.523 0.040 0.2969 0.3642 0.6543
C 5.908 1.359 0.764 -0.8359 -0.3982 -0.6229
C 5.902 0.136 0.107 0.0879 -0.3636 0.1127
C 6.063 0.130 -1.260 -0.4589 -1.7608 -1.0862
N 5.162 1.608 1.865 0.4259 1.9268 1.5534
N 4.173 0.815 2.126 -1.6340 0.0984 0.1312
C 2.960 1.360 2.340 3.6323 -2.9558 -0.1097
C 2.623 2.702 2.161 -0.4412 1.9276 -0.3371
C 1.436 2.938 1.571 0.5955 -0.5924 -0.5113
C 0.679 1.776 1.029 -0.4739 -0.5392 -0.6770
O 0.160 1.843 -0.103 -0.3549 0.0840 0.8652
C 0.761 0.552 1.844 -1.0996 0.0384 -0.1089
N -0.215 -0.426 1.994 -0.1802 -0.8882 0.2957
C -0.092 -1.394 2.963 1.2321 0.1058 -0.2856
C 1.100 -1.592 3.628 -1.2531 -0.7104 -0.2195
C 2.162 -0.757 3.321 1.1404 0.6461 0.1905
C 1.948 0.347 2.503 0.3440 -0.3665 1.3881
H 4.689 0.597 -4.807 0.1475 -0.0181 -0.1907
H 4.423 -0.237 -3.290 0.1719 0.0270 0.0442
H 5.937 -0.550 -4.212 -0.2252 0.4581 0.2182
H 6.461 3.448 -1.875 -0.3231 -0.4177 0.1229
H 6.413 3.443 0.589 -0.2319 0.0005 0.0480
H 5.660 -0.785 0.638 0.0858 0.3224 -0.0940
H 5.969 -0.824 -1.824 0.1748 0.7061 0.6317
H 3.372 3.469 2.355 -0.2313 -0.1201 -0.0439
H 1.181 3.917 1.200 -0.2843 0.1593 0.0782
H -0.941 -2.090 3.137 0.3057 0.5701 -0.1847
H 1.211 -2.393 4.344 -0.0799 -0.0296 0.0585
H 3.137 -0.936 3.787 -0.3902 0.3139 -0.2638
```
Positions in Å, forces in eV/Å.

Calculated values
2S+1   5
HOMO (alpha / beta)   -4.88 / -7.61 eV
LUMO energy (alpha / beta)   0.093 / -0.524 eV
Charge   0



2.
C31H34BN11O2S3Ti as an isolated structure, computed with ωB97M-V/def2-TZVPD.

XYZ file:
```
83
Properties=species:S:1:pos:R:3:forces:R:3
Ti 0.227 -0.153 0.169 0.4436 0.9710 -0.8089
C -3.723 0.381 -1.848 -1.7674 2.0016 -0.8535
C -2.755 0.859 -0.990 0.3792 -1.9948 -0.3237
N -1.837 -0.100 -0.816 0.3443 -0.0759 0.5815
N -2.256 -1.162 -1.538 -0.4685 0.1228 0.2655
C -3.405 -0.908 -2.170 0.3532 0.8873 -0.4966
B -1.662 -2.520 -1.428 1.9632 -0.8850 0.5946
N -0.244 -2.420 -2.087 -0.3465 -1.1825 -0.2040
C 0.380 -3.122 -3.061 -0.6658 1.5910 0.9558
C 1.477 -2.429 -3.449 1.7310 1.1258 -0.3442
C 1.542 -1.342 -2.572 -0.6467 0.0946 0.2455
N 0.478 -1.359 -1.748 0.7652 0.7815 -0.0475
N -1.347 -2.835 0.092 -0.4640 1.0399 -0.1269
C -1.747 -3.893 0.783 0.4206 -0.8645 -0.5355
C -1.222 -3.779 2.061 -2.3081 -1.9430 0.1659
C -0.676 -2.548 2.099 1.1392 -0.1388 1.7675
N -0.687 -1.974 0.936 -0.2946 1.0126 -2.5478
N -2.589 -3.585 -1.956 -0.0983 -0.0143 0.1112
C -3.889 -3.708 -1.610 -0.8873 -2.0874 -0.3723
C -4.379 -4.886 -2.205 -1.0272 1.1395 -0.0234
C -3.269 -5.427 -2.861 0.7716 2.6711 0.7985
N -2.197 -4.616 -2.735 -0.3802 -0.8912 0.0720
H -4.488 1.062 -2.253 0.1783 -0.9331 0.2730
H -2.765 1.741 -0.431 0.2781 1.1770 0.3292
H -3.799 -1.588 -2.906 -0.1879 0.0190 0.2534
H -0.039 -4.011 -3.330 -0.9843 -2.0605 -1.0604
H 2.161 -2.556 -4.289 -0.3125 -0.4188 0.4910
H 2.234 -0.516 -2.535 0.1096 -0.0455 0.0657
H -2.306 -4.679 0.261 0.3135 0.3438 0.5306
H -1.478 -4.453 2.859 0.3868 0.0380 0.1735
H -0.188 -2.134 2.938 0.2911 0.6525 0.5296
H -4.386 -3.177 -0.823 0.0212 0.7715 -0.1170
H -5.469 -5.125 -2.355 1.5311 -0.0985 0.6790
H -3.179 -6.295 -3.410 0.1155 -1.5269 -1.0976
S 2.276 -1.946 0.500 -0.5318 0.7177 1.6923
C 2.375 -1.352 2.174 -0.6986 2.0598 -0.6119
C 3.591 -1.497 2.802 -0.5438 -0.2500 1.0228
C 3.814 -0.909 4.051 0.8808 0.6897 -0.3610
C 2.884 -0.008 4.532 -0.7240 -0.2267 0.7202
C 1.695 0.229 3.801 0.8963 -1.5815 -2.3736
N 1.441 -0.407 2.619 0.9610 -0.9044 0.6832
H 4.275 -2.087 2.259 1.0783 -0.6482 0.0245
H 4.810 -0.984 4.521 -0.7665 -0.1921 -0.1225
H 3.015 0.487 5.514 0.0215 -0.2301 -0.8558
H 1.012 1.010 4.051 -0.4310 0.2037 0.3721
O 3.836 1.439 2.072 0.8044 0.7412 -0.3490
C 3.782 2.743 1.658 -1.4603 0.8235 -0.5640
C 4.506 3.733 2.321 0.0219 -0.5937 -0.9625
C 4.433 5.057 1.875 0.9163 0.7790 1.1015
C 3.661 5.411 0.799 -1.0061 -1.5151 0.1864
C 2.830 4.459 0.224 0.6110 0.3062 0.4084
C 2.852 3.144 0.623 1.2176 -1.0380 1.0104
C 1.979 2.197 -0.073 -0.7982 -0.7899 -0.2691
O 1.919 0.907 0.298 -0.0214 0.0629 0.2895
N 1.228 2.585 -1.047 0.7898 0.6526 0.5084
N 0.531 1.527 -1.554 -1.3373 -0.9451 0.4200
C 0.099 1.768 -2.741 1.0009 0.6157 -0.6621
S 0.541 3.299 -3.520 -0.8048 -0.6725 -0.4598
C -0.407 2.881 -5.037 -0.1908 0.4380 -1.2343
C -0.180 1.397 -5.400 -0.6473 0.3428 0.4148
S -0.631 0.601 -3.769 -0.3845 -0.6964 -1.0148
H 3.549 0.923 1.306 -0.3629 -0.2683 0.1662
H 5.236 3.376 3.026 0.0190 0.2650 0.5141
H 4.964 5.886 2.410 -0.2411 -1.1229 -0.4934
H 3.563 6.390 0.457 0.1388 1.5733 -0.3259
H 2.122 4.729 -0.515 -0.4320 0.2981 -0.7312
H -0.010 3.541 -5.836 -0.1541 -0.3083 0.4236
H -1.495 3.109 -4.943 0.8621 -0.2032 0.1994
H 0.883 1.236 -5.659 -0.5269 -0.1915 0.2959
H -0.846 0.963 -6.232 0.8391 0.8170 1.4584
C -2.937 0.573 2.546 0.2966 0.2193 0.0678
C -1.466 0.937 2.703 -0.8512 1.1266 -0.3489
C -1.342 2.042 3.780 -0.4639 1.6484 -2.0690
C -0.749 1.312 1.408 -2.0621 -0.8916 -1.2390
H -3.434 0.391 3.479 0.1717 -0.8315 0.8532
H -3.118 -0.248 1.858 -0.1244 0.0604 -0.1307
H -3.490 1.467 2.304 -0.1278 0.4190 -1.0544
H -0.881 0.138 3.052 0.3495 -1.4883 0.8508
H -2.070 2.897 3.623 0.6764 -0.9057 -0.2020
H -0.349 2.520 3.726 -0.2940 -0.2878 0.5229
H -1.624 1.651 4.715 0.1678 -0.5202 1.4373
H 0.131 1.756 1.704 2.1117 1.3416 0.3984
H -1.325 1.983 0.743 0.4572 -0.1782 0.4683
```
Positions in Å, forces in eV/Å.

Calculated values
2S+1   2
HOMO (alpha / beta)   -10.46 / -10.46 eV
LUMO energy (alpha / beta)   -3.256 / -5.653 eV
Charge   +1
ΔE to the lowest compared entry with this formula, charge and spin   3.897 eV



3.
C31H34ClIrN2O4P as an isolated structure, computed with ωB97M-V/def2-TZVPD.

XYZ file:
```
74
Properties=species:S:1:pos:R:3:forces:R:3
Ir -0.422 -0.211 -0.306 0.4101 -0.8997 0.1660
Cl 6.560 -2.124 -0.674 -0.0007 0.0041 0.0024
C 4.893 -1.720 -0.921 0.0075 0.0178 0.0298
C 4.250 -2.127 -2.102 -0.0191 -0.0112 -0.0243
C 2.933 -1.828 -2.315 0.0454 -0.0061 -0.0028
C 2.171 -1.106 -1.366 0.0393 0.2868 -0.0147
O 0.934 -0.850 -1.673 -0.1278 -0.5321 0.2198
C 2.835 -0.683 -0.177 -0.0613 0.0156 0.0118
C 2.228 0.027 0.899 0.0524 -0.0775 0.0470
N 1.006 0.448 0.978 -0.2476 0.4048 -0.0927
C 0.468 0.950 2.192 -0.0818 -0.1363 0.0221
C 1.176 1.448 3.252 -0.0024 0.0600 0.0192
C 0.511 1.877 4.420 0.0023 -0.0066 -0.0179
C -0.849 1.823 4.521 -0.0071 0.0187 -0.0184
C -1.615 1.339 3.434 -0.0059 0.0130 0.0410
C -3.029 1.281 3.443 -0.0090 0.0058 -0.0183
C -3.698 0.820 2.346 0.0377 0.0274 0.0120
C -2.962 0.405 1.223 -0.0491 -0.0712 0.0141
N -1.649 0.443 1.190 -0.0311 -0.0487 -0.0593
C -0.951 0.900 2.279 0.0513 0.1150 -0.0667
C 4.200 -1.018 0.016 0.0227 -0.0216 -0.0379
H 4.809 -2.687 -2.840 -0.0029 -0.0019 -0.0008
H 2.430 -2.148 -3.217 -0.0066 0.0048 0.0005
H 2.865 0.175 1.767 0.0043 0.0369 -0.0141
H 2.253 1.538 3.207 -0.0010 -0.0082 -0.0102
H 1.100 2.260 5.242 -0.0026 0.0051 -0.0003
H -1.355 2.159 5.416 0.0021 -0.0031 0.0031
H -3.566 1.612 4.323 0.0005 -0.0107 0.0038
H -4.776 0.764 2.319 -0.0014 -0.0008 0.0016
H -3.451 0.022 0.335 0.0247 -0.0144 -0.0066
H 4.696 -0.706 0.927 -0.0001 -0.0015 0.0024
C -3.726 -4.402 -4.632 -0.0116 0.0079 -0.0050
O -3.475 -5.143 -3.445 0.0137 -0.0034 0.0106
C -2.883 -4.518 -2.418 -0.0121 0.0088 -0.0428
C -2.632 -5.329 -1.289 0.0082 0.0023 0.0479
C -2.016 -4.780 -0.212 -0.0322 -0.0208 -0.0268
C -1.600 -3.417 -0.163 0.0881 0.1510 0.0738
C -0.857 -2.953 0.972 -0.1259 -0.1392 -0.1932
C -0.805 -3.708 2.273 0.0513 -0.0324 -0.0275
O -0.204 -1.880 1.004 0.1066 0.2295 -0.1619
C -1.904 -2.597 -1.299 0.0993 -0.0201 -0.0199
O -1.713 -1.312 -1.407 -0.4138 0.2295 -0.0390
C -2.528 -3.189 -2.418 -0.0438 -0.0541 0.0470
H -4.185 -5.098 -5.326 0.0035 -0.0010 0.0000
H -2.794 -4.021 -5.055 -0.0013 -0.0005 -0.0007
H -4.411 -3.574 -4.438 0.0024 -0.0009 0.0031
H -2.921 -6.369 -1.315 0.0063 -0.0025 -0.0011
H -1.805 -5.425 0.626 0.0000 -0.0114 -0.0110
H -1.193 -4.718 2.240 0.0075 -0.0024 0.0242
H -1.397 -3.139 2.993 0.0048 0.0031 -0.0025
H 0.223 -3.719 2.633 0.0031 0.0057 -0.0061
H -2.716 -2.545 -3.263 -0.0073 0.0154 0.0104
C -0.033 3.599 -0.048 0.0118 0.0241 -0.0596
C -1.191 3.102 -0.910 0.0159 0.0043 -0.0466
P -0.870 1.498 -1.722 0.2043 0.4663 0.1425
C -2.354 1.165 -2.740 -0.0010 0.0639 0.0055
C -3.168 2.386 -3.170 -0.0247 -0.0462 -0.0255
C 0.490 1.823 -2.888 0.0086 -0.0419 0.0273
C 0.220 2.854 -3.980 0.0095 0.0192 0.0122
H -0.310 4.522 0.460 0.0019 0.0052 -0.0035
H 0.849 3.810 -0.653 -0.0017 0.0011 -0.0071
H 0.250 2.870 0.707 -0.0050 0.0425 0.0065
H -1.410 3.831 -1.692 -0.0602 -0.0004 0.0071
H -2.106 3.000 -0.319 0.0190 -0.0366 0.0247
H -2.977 0.466 -2.183 0.0253 0.0065 0.0178
H -1.997 0.603 -3.606 -0.0116 -0.0221 0.0034
H -3.586 2.914 -2.312 -0.0032 -0.0006 0.0038
H -4.005 2.063 -3.789 0.0046 0.0058 -0.0063
H -2.587 3.099 -3.751 0.0142 0.0115 0.0024
H 0.744 0.852 -3.316 -0.0027 0.0019 -0.0054
H 1.350 2.113 -2.277 0.0178 -0.0260 0.0033
H -0.579 2.532 -4.647 -0.0064 -0.0033 -0.0003
H 1.115 2.987 -4.587 0.0016 -0.0001 0.0022
H -0.045 3.831 -3.574 -0.0075 -0.0034 0.0048
```
Positions in Å, forces in eV/Å.

Calculated values
2S+1   1
HOMO   -10.21 eV
LUMO energy   -3.600 eV
Charge   +1
ΔE to the lowest compared entry with this formula, charge and spin   0.000 eV



4.
C31H34ClN3ORhSSi as an isolated structure, computed with ωB97M-V/def2-TZVPD.

XYZ file:
```
73
Properties=species:S:1:pos:R:3:forces:R:3
Rh 0.208 -0.004 -0.032 -0.2119 -0.0981 0.1666
C 2.104 0.054 2.191 0.0362 0.0186 0.0167
C 0.762 -0.392 2.752 -0.0212 -0.0190 0.0017
N -0.357 0.142 1.945 0.0087 -0.1825 -0.0579
C -0.850 1.505 2.233 -0.0386 0.0019 0.0755
C 0.047 2.599 1.688 0.0581 0.1067 -0.0005
S 0.552 2.236 -0.039 -0.0268 0.0114 -0.0131
C 2.376 2.285 0.097 -0.0108 0.1308 -0.0306
C 3.017 0.904 0.058 0.1024 -0.0977 -0.0237
N 2.166 -0.118 0.713 0.0170 0.0074 0.0340
H 2.270 1.108 2.404 0.0049 -0.0123 0.0011
H 2.914 -0.494 2.676 0.0031 -0.0016 0.0062
H 0.683 -1.478 2.710 -0.0018 -0.0049 0.0001
H 0.677 -0.091 3.800 -0.0064 -0.0009 -0.0029
H -1.163 -0.481 2.028 0.0002 0.0016 0.0585
H -1.819 1.564 1.744 -0.0397 0.0089 -0.0075
H -0.983 1.643 3.310 -0.0272 -0.0134 -0.0124
H -0.499 3.541 1.677 0.0118 0.0035 0.0060
H 0.946 2.746 2.283 -0.0059 0.0012 0.0130
H 2.735 2.870 -0.748 -0.0091 0.0044 0.0059
H 2.614 2.843 1.001 0.0112 0.0100 -0.0045
H 3.133 0.588 -0.975 0.0201 0.0086 0.0207
H 4.001 0.947 0.533 -0.0075 -0.0136 0.0039
H 2.544 -1.031 0.480 0.0018 -0.0248 0.0206
Cl 1.011 -0.111 -2.218 0.0771 0.0974 -0.0371
O -1.710 0.333 -0.394 -0.4456 -0.1144 -0.6614
Si -3.003 -0.627 -0.721 0.3194 0.1823 0.5410
C -2.841 -1.730 -2.225 -0.0737 -0.0689 -0.0821
C -3.700 -2.825 -2.399 0.0336 0.0517 -0.0161
C -3.636 -3.619 -3.535 -0.0100 0.0493 -0.0402
C -2.713 -3.327 -4.532 -0.1600 0.0621 -0.1116
C -1.868 -2.236 -4.391 -0.1082 0.1455 -0.1500
C -1.936 -1.445 -3.250 -0.0930 0.0645 -0.0252
C -4.458 0.526 -0.886 -0.0449 0.0578 -0.0397
C -4.343 1.645 -1.720 0.0037 -0.0343 0.0320
C -5.398 2.528 -1.884 -0.0061 -0.0041 -0.0125
C -6.596 2.308 -1.216 -0.0053 -0.0008 -0.0051
C -6.734 1.204 -0.389 -0.0007 -0.0012 0.0018
C -5.673 0.322 -0.227 0.0321 -0.0233 -0.0403
C -3.270 -1.716 0.816 0.0741 -0.0360 -0.0007
C -3.495 -1.067 2.039 -0.0168 -0.0987 -0.0364
C -3.533 -1.762 3.243 -0.0122 -0.0081 -0.0026
C -3.355 -3.139 3.252 -0.0132 0.0148 0.0202
C -3.151 -3.809 2.055 0.0229 -0.0218 -0.0285
C -3.107 -3.104 0.858 0.0217 0.0728 0.0242
H -4.441 -3.057 -1.642 -0.0167 0.0077 -0.0102
H -4.310 -4.458 -3.649 0.0019 -0.0024 0.0100
H -2.663 -3.941 -5.422 -0.0063 0.0032 -0.0113
H -1.157 -1.995 -5.172 0.0044 0.0055 0.0110
H -1.270 -0.601 -3.153 -0.0069 0.0238 -0.0201
H -3.414 1.826 -2.250 0.0105 0.0054 0.0154
H -5.292 3.384 -2.538 0.0031 0.0056 0.0014
H -7.422 2.995 -1.346 -0.0021 0.0021 0.0023
H -7.668 1.027 0.128 -0.0018 -0.0006 0.0027
H -5.800 -0.539 0.420 0.0053 0.0014 -0.0017
H -3.676 0.002 2.046 -0.0035 0.1084 0.0004
H -3.726 -1.235 4.169 0.0014 0.0082 -0.0011
H -3.397 -3.688 4.185 0.0079 0.0045 -0.0055
H -3.027 -4.886 2.052 -0.0102 0.0213 -0.0010
H -2.934 -3.651 -0.062 -0.0004 -0.0151 0.0134
N -0.121 -2.014 -0.127 0.3312 -0.0086 0.2699
C -0.177 -3.113 -0.440 0.0743 -0.0784 -0.3891
C -0.259 -4.422 -1.009 -0.1550 -0.0028 0.0824
C 0.067 -5.553 -0.265 0.0027 -0.0784 0.0562
C -0.051 -6.797 -0.858 0.0070 0.0221 0.0223
C -0.497 -6.900 -2.172 -0.0131 0.0387 -0.0316
C -0.827 -5.765 -2.902 0.0836 -0.0711 0.0752
C -0.710 -4.512 -2.326 0.0434 0.0551 0.0949
H 0.399 -5.456 0.760 0.0091 -0.0112 0.0015
H 0.199 -7.687 -0.298 -0.0006 -0.0006 0.0006
H -0.591 -7.876 -2.628 0.0035 -0.0087 0.0039
H -1.177 -5.854 -3.921 -0.0079 0.0119 -0.0004
H -0.971 -3.612 -2.874 0.1714 -0.2798 0.2017
```
Positions in Å, forces in eV/Å.

Calculated values
2S+1   1
HOMO   -10.88 eV
LUMO energy   -2.685 eV
Charge   +1
ΔE to the lowest compared entry with this formula, charge and spin   0.000 eV



| no. | maximum force (eV Å⁻¹) |
| --- | --- |
| 1 | 4.8 |
| 2 | 3.0 |
| 3 | 1.0 |
| 4 | 0.8 |